ORCA calculation (the ωB97M-V functional and the def2-TZVPD basis) on a 12-piece molecular cluster, C38H63N14O16 overall in a non-equilibrium geometry.

Geometry (Å):
H: -12.420770 3.318760 11.512380
N: -15.803960 4.057410 18.851710
C: -17.229560 0.007490 22.342870
H: -12.133720 -1.578500 18.375490
N: -13.017920 -1.220580 18.707430
O: -18.247040 9.712060 19.023130
H: -16.851810 -3.134780 13.063890
H: -16.511250 2.938170 20.639770
O: -12.941520 2.644350 11.954630
N: -18.030620 11.868270 18.291370
H: -15.478220 7.400320 19.510010
H: -19.457180 8.772280 20.022470
H: -17.567560 12.593800 17.762900
H: -13.764850 10.592300 16.036180
H: -15.324830 6.550560 17.947520
C: -19.680320 7.580650 22.936100
H: -20.720680 5.260920 13.813200
C: -16.497260 3.106970 19.573140
C: -16.401810 -1.248320 15.789440
H: -20.636210 -2.309500 21.037580
C: -18.924870 7.869860 21.795490
H: -14.085940 4.956070 19.213060
H: -17.363550 1.752640 23.162190
C: -19.505360 6.856580 16.606840
N: -17.357890 2.466040 18.702580
N: -16.485190 10.338950 17.849960
O: -20.275200 3.095160 21.163160
N: -12.720080 8.408590 16.828920
C: -17.569890 7.209980 24.106730
H: -11.858270 4.381430 17.387280
O: -19.960730 -1.383210 18.177810
H: -17.427720 6.625240 25.755840
C: -12.403020 4.545150 14.955580
N: -20.448320 -1.601210 20.342510
H: -18.504260 8.820300 16.471930
C: -20.061020 7.288120 13.868850
N: -17.863510 0.894520 22.978420
H: -11.151890 6.410570 17.597610
C: -17.018980 -1.931430 14.745100
H: -18.062640 -2.876390 18.880330
H: -17.610870 -1.892600 21.734740
H: -20.908050 4.916790 19.758780
H: -21.040090 -0.814140 20.117920
H: -14.237180 -2.422260 12.192250
C: -19.435140 8.311360 14.673640
O: -19.977050 4.530190 16.237380
C: -17.126920 2.891260 17.448260
H: -11.250710 5.812490 19.269890
H: -14.026590 1.222150 13.828030
H: -13.186140 -2.055110 15.248490
C: -17.467470 7.986310 21.845060
C: -12.979790 3.036330 13.235520
H: -18.078950 -1.805690 14.580570
C: -13.712760 8.507970 16.041770
N: -14.031080 9.705900 15.631800
H: -20.364470 7.453140 12.845580
H: -15.642640 4.290820 16.663040
O: -16.232000 0.153310 21.689590
C: -19.723430 -1.827470 19.238250
C: -19.159390 8.095490 16.011640
C: -20.262740 6.021140 14.428630
C: -17.621320 10.599830 18.449810
C: -9.876570 7.419950 19.160550
H: -14.654120 9.710040 14.836870
H: -10.699390 8.072130 19.453330
O: -14.500990 7.603130 15.850920
H: -18.897810 11.948500 18.802870
C: -10.578910 6.186850 18.497470
H: -17.517310 2.318140 16.620300
H: -20.047620 4.005200 15.436750
C: -16.072680 3.790030 17.517830
C: -12.777200 3.571050 15.837840
H: -12.338690 7.562460 17.227310
C: -13.474910 2.087110 14.165510
H: -20.749600 7.665350 22.810070
C: -19.892050 5.796280 15.769270
H: -13.748910 -1.849000 19.008820
H: -11.995270 4.776920 12.685730
C: -14.856580 -2.563980 13.924640
N: -17.930510 -1.112220 22.290570
H: -14.357310 1.464630 19.265520
H: -14.491350 -0.700180 16.596200
H: -18.930880 -1.125840 22.429050
O: -19.286930 9.524810 14.132880
H: -18.199560 -0.827760 16.529250
O: -17.265450 -0.644100 16.653040
O: -19.666610 8.056870 20.627400
N: -20.383690 5.187530 20.578440
N: -14.292360 0.463500 19.148780
C: -15.132250 5.184490 19.415900
H: -17.014490 8.457770 20.985440
H: -15.288120 5.124010 20.493010
H: -18.698390 1.063880 18.137160
O: -14.173870 -3.107000 12.862120
H: -19.525410 6.937960 25.014970
C: -16.286960 -2.589460 13.805490
C: -18.237840 1.303300 19.095640
H: -18.318560 3.998490 22.429490
C: -12.407030 4.274190 13.548350
C: -15.736950 6.498430 18.955260
O: -12.116830 0.710230 19.158240
N: -18.809570 4.636950 21.820090
H: -15.049090 -0.098640 18.786200
C: -14.240810 -1.983890 15.027160
H: -18.480700 5.588770 21.897390
H: -9.443660 7.146020 20.122660
C: -19.862690 4.243920 21.236110
H: -19.370860 6.641830 17.656700
H: -18.895750 -3.372920 20.228910
C: -13.364490 2.431420 15.505670
H: -12.126630 9.225180 16.796100
H: -12.233450 5.543530 15.330930
O: -9.894700 4.912920 18.178370
H: -20.147070 6.167110 20.645760
H: -16.815260 6.590640 18.825490
H: -17.550790 0.547770 19.476720
H: -13.558150 1.696320 16.272820
H: -15.970130 9.479800 17.979120
C: -15.079890 -1.295140 15.913520
H: -19.560300 10.150500 14.807700
O: -8.815030 8.141700 18.508350
N: -18.911150 -2.771080 19.417950
C: -18.977800 7.304790 24.159430
H: -16.012940 11.197600 17.605420
C: -16.849800 7.618850 23.000330
C: -13.108570 -0.003440 19.115430
H: -15.791860 7.804710 23.112680
H: -18.952200 1.759410 19.781030
O: -12.491220 3.693850 17.167730
H: -18.684230 0.768380 23.553410
O: -16.834450 6.611340 25.001220

Cartesian forces (eV/Å) of the 6 atoms listed first:
H 0.0 -0.2 -0.5
N -2.5 -3.6 -0.4
C 0.6 -2.8 -3.0
H -0.2 0.1 0.5
N -0.1 -5.8 -1.0
O -0.9 0.3 0.6

Calculated values
F_max, eV Å⁻¹: 8.8
Highest occupied orbital energy, eV: -0.652
HOMO-LUMO gap, eV: 1.58
Electronic energy, eV: -94042.1863
Charge: -1

Mulliken atomic charge list, values in e, 6 entries:
1 H 0.272
2 N 0.978
3 C 0.590
4 H 0.217
5 N -0.347
6 O -0.501

---

ORCA calculation (the ωB97M-V functional and the def2-TZVPD basis) on an isolated ion of composition CH7N4O and charge +1 in a non-equilibrium geometry.

Geometry (Å):
H: -0.147087 -0.421886 2.180839
C: 0.763516 -0.260363 0.195191
H: -1.040028 0.127671 0.938002
O: 0.712488 1.145956 0.094556
H: -0.523720 2.342924 0.510196
N: -0.371826 -0.659974 1.217991
N: 0.791554 -0.948144 -2.026671
H: 0.088307 -1.632677 -2.482448
H: -0.731337 1.784710 -1.151090
H: 1.767471 -0.497371 0.417655
H: -0.974241 -1.511739 1.124902
N: 0.284327 -1.032354 -0.921084
N: -0.619425 1.563247 -0.098040

Cartesian forces (eV/Å) of the 6 atoms listed first:
H 0.3 -0.5 0.2
C -1.6 0.8 -0.3
H 0.3 -0.4 -0.1
O 1.0 -2.3 -0.2
H -1.1 1.6 -0.2
N -0.5 1.5 0.0

Calculated values
F_max, eV Å⁻¹: 2.5
Highest occupied orbital energy, eV: -14.108
SMILES: [H]/N=N/[C@H]([NH3+])ON
Relative energy (zero: lowest compared OMol25 entry of this formula, charge and spin), kJ/mol: 239.5
HOMO-LUMO gap, eV: 9.97
Electronic energy, eV: -9147.5615
Charge: +1

natural (NBO) atomic charge list, values in e, 6 entries:
1 H 0.440
2 C 0.344
3 H 0.459
4 O -0.351
5 H 0.392
6 N -0.760

---

ORCA calculation (the ωB97M-V functional and the def2-TZVPD basis) on an isolated ion of composition C4H12N2S and charge +2 in a non-equilibrium geometry.

Geometry (Å):
H: -1.874856 -0.643824 -1.068152
H: 2.042563 0.627564 0.010843
C: 1.183751 1.325596 0.232130
S: -0.820311 -2.639604 -1.826297
N: -0.156998 -0.610444 0.062461
C: -0.861009 -1.519662 1.033981
H: -0.420984 -1.480856 1.977889
H: -2.020482 -1.253460 1.041526
H: 1.386512 3.297896 -0.150443
H: 2.039106 2.796173 1.427831
H: -0.570234 -0.323343 -2.305506
H: 0.295759 -2.576248 -2.744608
H: 0.283404 3.038870 1.117052
H: -0.915458 1.119115 0.655578
C: -0.908323 -0.919619 -1.414446
N: 1.185472 2.705683 0.709283
H: 0.737947 -1.162164 0.038444
C: 0.013764 0.741928 0.356487
H: -0.619622 -2.523602 0.845948

Cartesian forces (eV/Å) of the 6 atoms listed first:
H -1.0 0.1 -0.4
H -0.2 2.0 0.2
C -1.0 -1.6 0.9
S 1.5 0.1 -1.2
N 1.6 -4.2 -1.8
C -3.5 2.1 0.0

Calculated values
F_max, eV Å⁻¹: 4.8
Highest occupied orbital energy, eV: -17.205
SMILES: C[N@H+](/C=C/[NH3+])CS
Relative energy (zero: lowest compared OMol25 entry of this formula, charge and spin), kJ/mol: 305.6
HOMO-LUMO gap, eV: 9.22
Electronic energy, eV: -18138.0519
Charge: +2

natural (NBO) atomic charge list, values in e, 6 entries:
1 H 0.229
2 H 0.286
3 C -0.064
4 S 0.113
5 N -0.431
6 C -0.442

---

ORCA calculation (the ωB97M-V functional and the def2-TZVPD basis) on a single C3H8NO3P molecule in a non-equilibrium geometry.

Geometry (Å):
H: -0.103265 -0.485330 1.482665
C: -1.625265 0.167409 0.007999
O: 2.585782 -0.040962 0.935136
C: -1.173634 -0.277327 1.407243
O: 0.680037 1.201466 -0.091609
H: -0.655804 0.875098 -1.682656
P: 1.829107 0.194014 -0.253573
H: 1.427711 -1.813400 -1.659486
H: 0.978138 -1.910643 -0.079334
H: -1.921102 -0.986459 1.735070
O: -2.657137 -0.183294 -0.482656
H: 2.641776 0.443136 -1.482524
H: -1.300674 0.726975 1.949494
C: -0.658504 1.127287 -0.587139
N: 1.050373 -1.219817 -0.862756
H: -1.097536 2.181850 -0.335872

Cartesian forces (eV/Å) of the 6 atoms listed first:
H -0.5 -0.5 0.2
C 1.6 -1.5 2.5
O 1.4 0.1 2.3
C -0.9 2.3 -0.3
O -1.6 1.1 0.4
H 0.0 0.8 0.9

Calculated values
F_max, eV Å⁻¹: 5.6
Highest occupied orbital energy, eV: -9.994
SMILES: CC(=O)CO[P@H](N)=O
Relative energy (zero: lowest compared OMol25 entry of this formula, charge and spin), kJ/mol: 73.0
HOMO-LUMO gap, eV: 10.71
Electronic energy, eV: -20162.6775

natural (NBO) atomic charge list, values in e, 6 entries:
1 H 0.236
2 C 0.581
3 O -1.082
4 C -0.732
5 O -0.824
6 H 0.229

---

Q: Which of these has the lowest electronic energy?
A: C38H63N14O16

---

Q: What is the F_max in the second record?
A: 2.5 eV Å⁻¹